Density functional theory data (ωB97M-V/def2-TZVPD) for a 4-piece molecular cluster, C39H51FO14P2S overall.

Geometry as XYZ:
```
108
Properties=species:S:1:pos:R:3:forces:R:3
O 1.8683 1.0167 6.7553 0.34 0.28 -0.44
C 1.9122 1.3118 5.5879 0.03 0.01 -1.27
C 1.9128 0.2386 4.4476 -0.36 -0.58 -1.58
C 2.6162 -1.0250 4.5236 -1.41 0.85 -1.81
C 2.5611 -1.9201 3.3503 -0.70 1.74 0.62
C 1.8221 -1.5722 2.1377 -0.29 0.86 1.23
C 1.8349 -2.5369 0.9073 1.52 0.64 0.50
C 3.1574 -3.4027 0.9266 -0.47 0.41 -1.07
F 2.9990 -4.5647 1.7171 0.26 0.94 -0.41
C 1.0600 -0.2938 2.0575 1.07 -0.54 1.94
C 0.2694 0.1054 0.7846 0.40 -0.75 -0.47
C -0.9722 -0.8172 0.4556 -0.87 0.30 0.05
C -1.9100 -1.1077 1.6619 -1.47 -0.33 1.50
C -3.1817 -0.3877 1.8411 0.10 -1.04 1.28
C -4.1017 -0.6734 2.9479 1.90 -1.30 -0.12
C -3.7625 -1.7222 3.9118 1.49 0.49 -1.57
C -2.4910 -2.4292 3.7590 -0.58 1.22 -1.31
C -1.5857 -2.1310 2.6499 -1.71 0.89 0.29
C 1.1363 0.5660 3.2283 0.43 -0.43 0.10
C 0.3638 1.9323 3.2434 1.30 -0.26 0.65
O -0.7743 2.0571 2.8629 0.59 0.01 0.07
C 1.1925 3.1240 3.8527 0.60 0.10 0.63
C 1.9619 2.7904 5.0697 -0.29 1.56 -1.10
C 2.7332 3.8499 5.7023 -1.25 0.15 -1.82
C 2.7280 5.1725 5.0944 -0.65 -0.84 -0.62
C 1.9890 5.5250 3.8715 -0.17 -2.04 0.51
C 2.0907 6.9650 3.2788 0.19 -0.32 -0.10
C 3.5856 7.5086 3.1720 -0.45 0.42 -0.99
C 4.6464 6.3929 2.8672 0.54 -0.80 1.34
S 6.0135 7.0295 1.7948 -0.11 0.13 -0.06
C 1.1788 4.4495 3.2308 1.19 -0.63 1.85
P 0.2377 4.8735 1.6593 0.47 0.87 0.62
P 1.5311 4.3481 -0.0271 -0.22 0.55 -2.39
O 0.9830 4.9998 -1.2517 0.31 -0.79 1.50
O 1.6811 2.6906 -0.2456 1.26 1.86 0.65
O 3.0280 5.0456 0.2435 -1.15 -2.15 0.41
H 3.1686 -1.2738 5.4585 -0.49 0.07 -1.00
H 3.1252 -2.8810 3.4598 -0.74 0.97 -0.43
H 0.9077 -3.1542 0.8249 0.86 0.38 0.07
H 1.9335 -1.8825 -0.0076 -0.32 -0.77 0.77
H 3.4229 -3.7197 -0.1210 -0.43 0.02 1.04
H 4.0187 -2.7704 1.2868 -0.89 -0.84 0.01
H 0.9891 -0.0037 -0.0821 -0.75 0.21 0.81
H -0.0770 1.1625 0.7603 0.46 -0.92 0.43
H -0.6750 -1.7746 -0.0521 -0.15 0.84 0.67
H -1.5946 -0.2560 -0.3015 0.69 -0.58 0.67
H -3.5090 0.4175 1.1362 0.59 -0.87 0.55
H -5.0636 -0.1095 3.0504 1.06 -0.61 -0.21
H -4.4464 -1.9905 4.7548 0.70 0.36 -0.93
H -2.2165 -3.2372 4.4762 -0.26 0.81 -0.67
H -0.6382 -2.7065 2.5583 -0.86 0.50 0.11
H 3.3353 3.6348 6.6133 -0.61 0.26 -0.83
H 3.3551 5.9585 5.5855 -0.71 -0.72 -0.56
H 1.6692 7.0364 2.2375 0.27 -0.47 1.18
H 1.4343 7.6237 3.9129 0.83 -0.41 -0.53
H 3.5893 8.2023 2.2792 -0.07 -0.56 0.98
H 3.8319 8.1537 4.0528 0.13 -0.84 -0.66
H 4.2181 5.4677 2.4107 0.07 1.04 0.34
H 5.1069 6.0696 3.8431 -0.43 0.22 -0.99
H 6.9540 6.0326 1.7750 -0.84 0.24 0.39
H -0.9252 4.0675 1.5277 0.80 -0.37 0.08
H 2.5211 2.5311 -0.7272 -0.66 -0.11 0.09
H 3.6398 4.3735 0.6078 -0.16 0.59 -0.05
C 2.6715 -3.3935 -5.9231 0.27 -0.16 0.12
C 1.3211 -3.7660 -5.3447 0.14 0.56 -0.26
O 1.2782 -5.1521 -4.9773 -0.09 -0.13 0.28
C 1.8911 -5.4643 -3.8310 0.05 -0.09 -0.30
O 2.4558 -4.6956 -3.0938 -0.13 -0.07 0.02
O 1.7923 -6.7875 -3.6557 -0.06 0.24 0.01
C 2.4914 -7.2741 -2.5095 0.14 -0.24 0.28
H 2.9310 -4.0573 -6.7504 -0.12 0.12 -0.07
H 2.6658 -2.3642 -6.2840 -0.06 -0.06 -0.04
H 3.4616 -3.4903 -5.1769 -0.10 0.07 0.05
H 0.5496 -3.6220 -6.1022 -0.03 -0.30 0.09
H 1.0590 -3.1342 -4.4935 0.11 -0.18 0.08
H 2.1997 -6.7349 -1.6081 0.09 0.08 -0.11
H 3.5676 -7.1975 -2.6711 -0.06 0.12 0.10
H 2.2317 -8.3240 -2.3850 -0.12 0.09 -0.23
C 2.1963 -2.0221 -12.9220 0.25 -0.16 0.10
C 0.8489 -2.4023 -12.3406 0.12 0.54 -0.23
O 0.8131 -3.7891 -11.9784 -0.10 -0.13 0.26
C 1.4316 -4.1019 -10.8351 0.10 -0.04 -0.24
O 1.9956 -3.3306 -10.0987 -0.19 -0.22 -0.06
O 1.3382 -5.4285 -10.6653 -0.08 0.32 0.00
C 2.0442 -5.9156 -9.5257 0.19 -0.24 0.30
H 2.4552 -2.6826 -13.7522 -0.13 0.09 -0.05
H 2.1845 -0.9911 -13.2787 -0.05 -0.04 0.00
H 2.9886 -2.1186 -12.1784 -0.10 0.08 0.04
H 0.0743 -2.2592 -13.0949 -0.03 -0.31 0.09
H 0.5874 -1.7749 -11.4860 0.12 -0.17 0.07
H 1.7543 -5.3807 -8.6210 0.08 0.07 -0.11
H 3.1191 -5.8317 -9.6936 -0.05 0.12 0.11
H 1.7947 -6.9678 -9.4003 -0.14 0.09 -0.23
C -11.3789 2.4416 5.0942 0.19 0.24 0.06
C -10.7539 1.0891 4.8148 -0.54 0.07 0.21
O -9.4746 1.2295 4.1837 0.27 -0.14 0.05
C -8.4656 1.5651 4.9958 -0.13 0.14 -0.17
O -8.5398 1.7453 6.1843 0.06 -0.09 -0.16
O -7.3594 1.6907 4.2511 -0.16 -0.13 0.09
C -6.2176 2.1416 4.9808 0.40 0.13 0.11
H -11.4212 3.0397 4.1815 -0.10 -0.12 -0.02
H -12.3892 2.3246 5.4894 0.03 -0.04 -0.05
H -10.7906 3.0062 5.8188 -0.04 -0.12 0.05
H -11.3837 0.5347 4.1179 0.29 0.00 -0.14
H -10.6708 0.4884 5.7230 0.18 0.13 -0.02
H -6.0337 1.5182 5.8559 -0.14 0.10 0.00
H -6.3519 3.1838 5.2737 -0.03 -0.11 0.13
H -5.3531 2.0746 4.3220 -0.21 -0.07 -0.14
```
Positions in Å, forces in eV/Å.

Output
- maximum force (eV/A) = 2.471
- SMILES = O=C1c2ccc(CCF)c(CCc3ccccc3)c2C(=O)c2c1ccc(CCCS)c2PP(=O)(O)O.CCOC(=O)OC.CCOC(=O)OC.CCOC(=O)OC
- lowest unoccupied orbital energy (eV) = -0.9
- 2S+1 = 1